Record 1
Density functional theory data (ωB97M-V/def2-TZVPD) for one molecule with the formula C3H9N2OP.

```
16
C3H9N2OP ωB97M-V/def2-TZVPD
H -1.555 1.726 0.736
H 1.013 -1.045 1.404
H 1.784 0.373 1.855
N -2.009 -0.355 -1.071
H 1.378 0.385 -1.497
C -0.925 0.817 0.846
C 0.395 0.795 0.365
N 0.486 0.487 -1.226
H -0.246 -2.210 -0.174
H -1.317 0.304 1.635
C 1.406 -0.115 1.047
H 0.786 1.761 0.289
O -0.087 -2.109 -1.149
H 2.160 -0.405 0.274
P -0.632 -0.706 -1.784
H -2.638 0.298 -1.553
```

The energy relative to the best compared isomer or geometry (same formula, charge and spin) comes out at 0.0000 eV. The orbital gap (alpha / beta) comes out at 8.15 / 7.28 eV. Its expectation value of S² is 2.012. Its largest force on an atom is 5.84 eV Å⁻¹. Its spin multiplicity is 3. The value obtained for the highest occupied orbital energy (alpha / beta) is -7.21 / -9.26 eV.

Computed natural (NBO) charges, given in elementary charges: 0.18, 0.20, 0.21, -1.12, 0.36, -0.25, -0.13, -0.96, 0.50, 0.17, -0.61, 0.21, -1.01, 0.21, 1.65, 0.38


Record 2
Density functional theory data (ωB97M-V/def2-TZVPD) for a 2-piece molecular cluster, C3H9N2OSi overall.

```
16
C3H9N2OSi ωB97M-V/def2-TZVPD
O -0.724 1.899 0.424
C 0.340 -0.730 0.509
H 1.769 -1.662 -2.520
H -1.611 4.202 1.475
H 0.752 -0.113 -2.644
H -1.130 -2.162 0.767
H -0.169 0.252 0.091
H 1.088 -0.326 1.108
N -0.562 -1.493 1.194
C 0.975 -1.044 -2.214
C 0.513 -1.185 -0.873
H -1.036 -1.842 -2.039
N -0.080 -2.025 -1.777
H 0.655 3.390 2.076
Si -0.570 3.213 1.238
H -0.571 -1.350 2.172
```

The total charge is +1. The energy relative to the best compared isomer or geometry (same formula, charge and spin) comes out at 2.7663 eV. The orbital gap comes out at 8.50 eV. Its largest force on an atom is 4.67 eV Å⁻¹. Its spin multiplicity is 1. The value obtained for the highest occupied orbital energy is -13.03 eV.

Computed natural (NBO) charges, given in elementary charges: -1.21, -0.30, 0.25, -0.19, 0.24, 0.40, 0.38, 0.28, -0.81, -0.26, 0.45, 0.42, -0.50, -0.21, 1.65, 0.40


Q: The lowest largest force on an atom belongs to which entry?
A: C3H9N2OSi


Q: Look up the largest force on an atom of the first one.
A: 5.84 eV Å⁻¹